{"formula": "C3H4HgO3", "method": "wB97M-V/def2-TZVPD", "elements": ["O", "C", "C", "H", "H", "H", "Hg", "O", "C", "O", "H"], "positions_angstrom": [[-1.51403, 0.30930, -1.25493], [-1.45437, 1.16049, -0.38980], [-0.77362, 0.99381, 0.91761], [-0.37795, 1.96709, 1.24197], [-1.40320, 0.48471, 1.66062], [-2.40993, 1.66796, -0.00203], [0.21554, -0.95351, -1.48550], [0.32764, 0.11827, 0.47333], [1.29422, -0.06475, 1.38260], [2.15538, -0.82821, 0.78583], [2.83665, -1.12036, 1.40639]], "forces_ev_per_a": [[-0.605, 2.240, -0.694], [-5.329, -1.294, 3.589], [3.273, -0.137, -1.817], [-0.066, -0.472, 0.350], [-0.047, 0.275, -0.359], [0.640, 0.768, -2.218], [1.622, -2.223, -1.885], [0.133, 1.072, 2.582], [0.319, -0.122, 0.577], [-0.119, -0.284, -0.216], [0.178, 0.178, 0.091]], "multiplicity": 2, "max_force_ev_per_a": 6.554, "total_charge": 1, "total_energy_ev": -13481.08268, "homo_energy_ev": [-13.07, -14.12], "e_above_lowest_ev": 3.822, "gap_ev": [7.66, 7.64]}